Entry 1:
{
  "formula": "C15H38Cl2ErO3P2",
  "method": "the ωB97M-V functional and the def2-TZVPD basis",
  "symbols": ["C", "C", "H", "H", "H", "C", "H", "H", "Er", "H", "Cl", "H", "H", "H", "H", "H", "H", "H", "H", "H", "H", "H", "H", "H", "H", "H", "C", "H", "H", "H", "Cl", "C", "C", "O", "C", "H", "H", "H", "O", "P", "H", "C", "H", "H", "H", "C", "H", "H", "H", "H", "H", "H", "C", "C", "C", "P", "C", "C", "H", "O", "C"],
  "xyz": [[-1.15, -2.35, -4.13], [-1.07, 2.91, 4.62], [-0.96, -0.26, 7.10], [0.23, 0.45, 2.01], [1.11, -0.34, 8.45], [-2.51, -0.23, -4.31], [-1.41, -2.56, -3.08], [-1.98, 2.23, -3.38], [0.07, -0.74, 0.21], [1.50, -2.53, 4.20], [2.37, 0.13, 0.38], [-0.46, 4.67, 5.49], [-2.01, 4.12, 6.14], [1.37, -4.20, 3.59], [1.10, 2.08, -3.51], [2.08, 0.08, 7.01], [2.38, -1.49, -2.07], [-0.10, -0.17, 2.34], [-2.58, 0.75, -4.79], [-0.87, 3.60, -3.33], [-0.20, 3.06, -5.49], [1.47, -0.10, -6.15], [-0.21, -2.86, -4.37], [-0.69, -0.65, -5.41], [-0.08, 1.28, 6.97], [-2.85, -0.14, -3.27], [-0.97, 2.54, -3.08], [1.67, -2.64, -3.25], [-0.56, -3.96, 2.60], [0.99, 1.81, -5.86], [-2.06, 0.51, -0.03], [1.30, -3.15, 3.31], [0.11, 1.74, -3.84], [0.03, 0.04, 5.32], [-1.10, -0.84, -4.40], [-0.77, 1.41, -5.86], [-3.20, -0.89, -4.85], [2.36, 0.32, -3.82], [-1.82, 1.70, 4.89], [0.11, -0.04, -3.20], [-0.77, -2.44, 3.49], [2.30, -1.74, -3.14], [1.27, -1.84, -5.75], [1.21, -1.49, 7.13], [2.05, -2.91, 2.55], [-1.02, 3.80, 5.82], [-1.93, -2.79, -4.77], [3.31, -1.99, -3.49], [2.87, -1.08, -5.72], [-1.61, 3.38, 3.80], [-0.87, 2.42, -1.99], [-0.51, 3.32, 6.66], [-0.12, -2.95, 2.76], [1.75, -0.58, -3.98], [0.03, 1.99, -5.36], [-1.26, 0.29, 4.39], [1.80, -0.91, -5.49], [-0.04, 0.22, 6.75], [-0.06, 2.66, 4.29], [-0.24, -2.24, 1.53], [1.17, -0.42, 7.36]],
  "total_charge": -1,
  "fmax_ha_per_bohr": 0.048,
  "e_homo_ev": [-3.32, -0.24],
  "e_tot_ev": -93559.456,
  "lumo_ev": [2.69, 2.65],
  "spin_multiplicity": 4
}

***

Entry 2:
{
  "formula": "C30H27IrN6S",
  "method": "the ωB97M-V functional and the def2-TZVPD basis",
  "symbols": ["C", "C", "H", "H", "C", "C", "N", "H", "C", "H", "C", "N", "C", "C", "N", "H", "C", "C", "C", "H", "C", "H", "C", "H", "H", "C", "H", "C", "H", "C", "H", "H", "C", "C", "H", "C", "N", "H", "H", "H", "H", "C", "Ir", "C", "C", "H", "C", "S", "H", "N", "H", "H", "C", "C", "C", "C", "H", "H", "C", "H", "C", "H", "C", "N", "H"],
  "xyz": [[1.12, -5.72, -2.50], [-2.81, -2.95, -0.51], [-1.10, 6.56, 1.06], [-2.41, 2.89, -0.60], [2.49, -5.57, -2.37], [4.19, 2.39, -0.89], [2.13, 1.22, -0.46], [-2.22, 0.54, 3.93], [-0.15, 0.96, 3.75], [2.52, 0.69, 0.32], [-0.88, 5.60, 0.63], [0.52, -1.13, -0.33], [0.26, -4.70, -2.13], [2.85, 2.49, -0.56], [-0.20, 0.90, 1.55], [1.22, 5.83, 0.87], [-4.15, 0.24, -0.38], [-1.43, 0.66, 1.99], [-2.42, 0.48, 0.96], [-5.17, 0.08, -0.66], [-3.03, 0.44, -1.13], [0.71, -6.64, -2.90], [2.21, 3.72, -0.37], [2.56, 5.83, -0.56], [-4.07, -4.78, 2.05], [-1.04, -3.74, 0.95], [-0.81, -4.82, -2.22], [-1.59, 3.51, -0.29], [3.15, -6.37, -2.67], [3.02, -4.39, -1.86], [1.65, 1.36, 2.55], [4.09, -4.27, -1.76], [-0.27, 3.02, -0.34], [-1.47, -3.03, -0.17], [-1.67, -4.92, 2.62], [2.17, -3.35, -1.49], [-1.96, 0.59, -0.28], [4.64, 1.41, -1.01], [-4.36, 0.14, 1.73], [-3.12, -2.42, -1.40], [4.92, 5.67, -1.10], [4.96, 3.52, -1.06], [0.06, 1.01, -0.39], [0.77, 3.93, -0.04], [0.81, -3.52, -1.61], [-2.92, 5.12, 0.17], [4.35, 4.76, -0.93], [-0.30, -2.18, -1.21], [2.57, -2.42, -1.10], [-1.43, 0.68, 3.33], [-2.93, 0.51, -2.20], [0.89, -1.56, 0.52], [-1.98, -4.36, 1.75], [0.61, 1.11, 2.64], [-3.34, -4.28, 1.43], [3.01, 4.85, -0.61], [0.02, -3.83, 1.17], [2.40, 0.66, -1.27], [-3.75, -3.58, 0.30], [-4.80, -3.55, 0.04], [0.43, 5.17, 0.52], [0.10, 1.05, 4.79], [-1.90, 4.78, 0.16], [-3.75, 0.26, 0.94], [6.01, 3.44, -1.32]],
  "total_charge": 2,
  "fmax_ha_per_bohr": 0.008,
  "e_homo_ev": -13.04,
  "e_tot_ev": -54149.533,
  "lumo_ev": -6.46,
  "spin_multiplicity": 1
}

***

Entry 3:
{
  "formula": "C26H13Cl72O6P",
  "method": "the ωB97M-V functional and the def2-TZVPD basis",
  "symbols": ["Cl", "H", "Cl", "H", "C", "C", "C", "Cl", "Cl", "Cl", "C", "H", "C", "Cl", "Cl", "Cl", "O", "Cl", "Cl", "Cl", "Cl", "C", "Cl", "C", "H", "Cl", "Cl", "Cl", "H", "Cl", "Cl", "Cl", "Cl", "C", "C", "Cl", "Cl", "O", "Cl", "Cl", "Cl", "Cl", "Cl", "Cl", "H", "Cl", "O", "C", "C", "Cl", "Cl", "H", "P", "Cl", "Cl", "Cl", "Cl", "Cl", "Cl", "Cl", "C", "H", "C", "O", "Cl", "Cl", "C", "Cl", "Cl", "Cl", "Cl", "Cl", "C", "C", "Cl", "C", "C", "Cl", "O", "Cl", "Cl", "H", "Cl", "Cl", "H", "H", "H", "Cl", "H", "C", "Cl", "Cl", "Cl", "C", "C", "O", "Cl", "Cl", "Cl", "Cl", "C", "Cl", "Cl", "Cl", "C", "Cl", "Cl", "C", "Cl", "Cl", "Cl", "Cl", "C", "Cl", "Cl", "Cl", "Cl", "C"],
  "xyz": [[2.57, 4.17, -2.93], [-1.57, -3.26, -2.12], [-5.35, 10.09, -5.62], [1.09, -0.87, 0.82], [-5.48, 3.52, 7.64], [6.05, -5.54, 7.34], [1.21, 5.70, -7.31], [2.95, -5.11, 3.21], [4.75, 2.27, -3.11], [-11.06, 2.62, 11.07], [-2.15, -0.46, 2.49], [-3.30, -2.13, -1.19], [4.61, -9.76, 9.98], [-5.21, 4.84, 6.49], [-10.62, 3.44, 4.10], [4.75, -7.28, 3.78], [2.07, -2.14, 2.04], [0.10, -6.90, -6.93], [1.74, -5.09, -8.45], [-0.50, 2.99, 3.66], [0.34, -9.54, -0.59], [-0.23, -3.47, -0.51], [8.74, 6.32, -7.82], [11.07, 8.23, -11.20], [-0.70, -4.42, -0.27], [7.29, -4.31, 7.63], [4.42, 4.30, -5.14], [-1.86, 3.05, 6.20], [-0.56, -2.28, 1.24], [-2.05, 6.39, -4.21], [-10.09, 2.12, 6.61], [-1.70, -5.78, 3.74], [-8.86, 1.16, 4.18], [3.57, 3.22, -4.03], [1.54, -6.76, -7.95], [-2.39, 2.20, -0.97], [5.74, -9.08, 8.81], [0.66, -3.79, 1.80], [1.36, -7.80, -9.37], [-8.03, 3.66, 5.35], [5.48, -5.30, 1.82], [-12.69, 3.16, 8.75], [0.83, 4.08, 5.98], [12.69, 8.38, -10.50], [-2.79, -2.97, 0.23], [3.36, -7.19, 1.27], [-2.92, -0.83, 1.46], [-0.77, -8.46, 0.25], [-11.69, 3.88, 10.02], [11.20, 8.19, -12.96], [10.32, 6.74, -10.62], [-2.82, -0.06, -0.42], [2.59, -1.84, -0.63], [3.93, -11.25, 9.33], [-4.10, 3.41, 8.74], [-1.72, -9.35, 1.44], [-12.67, 5.01, 10.96], [-4.16, -5.28, 5.14], [1.71, 4.29, -8.25], [0.38, 1.75, -1.66], [-0.75, 2.86, -0.90], [3.74, -1.23, -0.10], [-9.40, 2.60, 5.06], [2.01, -1.01, -1.71], [2.43, -1.60, -8.37], [-0.70, 4.40, -1.77], [-5.99, 11.68, -6.05], [3.31, -8.60, 10.28], [0.14, -7.21, 1.08], [0.70, 5.17, -5.71], [2.56, 6.82, -7.16], [-10.34, 4.76, 9.29], [4.14, -6.23, 2.52], [-0.29, 2.84, 5.42], [-1.87, -7.70, -0.93], [1.45, -1.90, 0.77], [2.26, -1.50, -6.61], [6.83, -7.00, 6.70], [-2.50, -0.55, 3.65], [2.54, 2.12, -4.95], [5.46, -10.10, 11.49], [0.61, -3.71, -1.17], [-4.84, 6.55, -4.90], [1.60, -3.02, -6.00], [-1.16, -0.05, 2.22], [-0.79, -1.76, -1.75], [-1.27, -0.61, 0.21], [-4.86, 12.93, -5.52], [2.97, -3.14, -1.01], [0.24, -2.85, 0.77], [-3.58, 8.73, -3.49], [-4.06, 6.22, -2.14], [5.22, -5.90, 8.85], [8.50, 4.62, -7.39], [1.18, -2.92, 2.73], [0.84, -2.78, 3.88], [1.18, -0.18, -6.20], [4.89, -4.94, 6.16], [7.05, 4.46, -6.39], [3.86, -1.23, -5.90], [-3.07, -6.54, 4.55], [8.31, 3.67, -8.86], [-3.94, -7.58, 3.40], [10.08, 9.61, -10.71], [-2.33, -0.84, 0.16], [2.96, -7.27, -7.03], [-2.50, -7.51, 5.90], [-3.63, 6.97, -3.68], [0.35, 1.24, 5.79], [-0.30, 3.10, 0.79], [-5.65, 2.00, 6.76], [-6.94, 3.85, 8.58], [-2.47, -2.23, -0.49], [-6.20, 11.79, -7.80], [-0.13, 6.51, -8.12], [-7.55, 11.92, -5.25], [9.90, 4.04, -6.49], [-1.24, -2.63, -1.29]],
  "fmax_ha_per_bohr": 0.051,
  "e_homo_ev": -10.68,
  "e_tot_ev": -950354.220,
  "lumo_ev": -0.15,
  "spin_multiplicity": 1
}

***

Entry 4:
{
  "formula": "C3H3NO",
  "method": "the ωB97M-V functional and the def2-TZVPD basis",
  "symbols": ["H", "N", "O", "H", "C", "C", "C", "H"],
  "xyz": [[0.26, 1.58, -1.96], [-0.11, -0.68, 0.87], [-0.60, -1.78, 2.93], [-0.54, 1.23, 0.17], [0.45, 0.61, -1.57], [-0.03, 0.36, -0.25], [-0.40, -1.19, 1.96], [0.97, -0.13, -2.15]],
  "fmax_ha_per_bohr": 0.114,
  "de_lowest_kj_mol": 141.21,
  "e_homo_ev": -9.67,
  "e_tot_ev": -6695.028,
  "smiles": "C=CN=C=O",
  "lumo_ev": 0.75,
  "spin_multiplicity": 1
}

***

Entry 5:
{
  "formula": "C5H16N3",
  "method": "the ωB97M-V functional and the def2-TZVPD basis",
  "symbols": ["N", "H", "H", "C", "H", "H", "C", "N", "H", "H", "N", "H", "H", "H", "C", "H", "H", "H", "C", "H", "H", "H", "H", "C"],
  "xyz": [[1.77, -0.99, 3.07], [2.76, -1.09, 2.84], [1.73, -0.45, 3.92], [-2.25, 0.27, 0.33], [2.20, -0.58, 0.19], [-0.03, -0.51, 2.16], [1.37, -1.13, 0.67], [-1.63, 0.34, -1.02], [-1.83, -0.59, -1.40], [-1.95, 1.10, 0.97], [-0.36, 2.01, -3.41], [-2.00, -0.68, 0.84], [0.24, 1.11, -0.28], [1.32, 0.69, 1.88], [1.03, -0.36, 2.01], [1.60, -2.18, 0.84], [0.20, 0.36, -1.92], [-1.11, 1.52, -2.95], [0.36, -1.01, -0.34], [-0.24, 1.68, -4.35], [0.28, -1.84, -1.04], [-3.33, 0.25, 0.25], [-0.59, 3.00, -3.37], [-0.12, 0.26, -0.86]],
  "total_charge": 1,
  "fmax_ha_per_bohr": 0.054,
  "de_lowest_kj_mol": 445.51,
  "e_homo_ev": -13.15,
  "e_tot_ev": -9905.099,
  "lumo_ev": -6.83,
  "spin_multiplicity": 1
}